C52H112N6O12 | ωB97M-V with the def2-TZVPD basis set

Last column: Löwdin charge in e.
Atoms and positions in Å:
C (0.27, -3.35, -5.03)  -0.058
C (-0.90, -2.37, -5.24)  -0.218
C (-0.99, -2.09, -6.73)  -0.142
N (-2.13, -1.17, -7.17)  -0.226
C (-1.80, 0.23, -6.59)  0.048
C (-2.25, -1.22, -8.75)  -0.069
C (-3.70, -0.92, -9.06)  -0.147
C (-4.50, -1.39, -7.86)  -0.148
C (-3.53, -1.61, -6.73)  -0.101
H (1.25, -2.92, -5.23)  0.091
H (0.15, -4.35, -5.45)  0.090
H (0.18, -3.64, -3.98)  0.067
H (-0.87, -1.45, -4.65)  0.092
H (-1.80, -2.95, -5.03)  0.105
H (-1.01, -3.03, -7.28)  0.137
H (-0.26, -1.43, -7.19)  0.136
H (-2.11, 1.00, -7.30)  0.108
H (-0.73, 0.31, -6.39)  0.077
H (-2.32, 0.40, -5.65)  0.094
H (-1.46, -0.70, -9.29)  0.145
H (-2.08, -2.28, -8.91)  0.127
H (-3.80, 0.17, -9.01)  0.114
H (-3.95, -1.13, -10.10)  0.133
H (-5.33, -0.74, -7.58)  0.121
H (-5.01, -2.33, -8.04)  0.123
H (-3.78, -1.19, -5.76)  0.127
H (-3.32, -2.65, -6.48)  0.124
C (4.31, -5.98, 2.82)  -0.083
C (5.32, -5.00, 3.37)  -0.206
C (4.69, -3.65, 3.89)  -0.085
N (5.63, -2.80, 4.79)  -0.235
C (5.99, -3.35, 6.14)  0.019
C (4.92, -1.43, 4.89)  -0.079
C (5.84, -0.32, 4.29)  -0.104
C (7.19, -1.02, 4.14)  -0.146
C (6.92, -2.49, 4.02)  -0.094
H (4.70, -7.00, 2.76)  0.084
H (3.98, -5.57, 1.86)  0.082
H (3.48, -6.11, 3.52)  0.078
H (5.89, -4.58, 2.54)  0.104
H (6.02, -5.47, 4.06)  0.108
H (3.84, -3.77, 4.57)  0.129
H (4.31, -3.01, 3.10)  0.104
H (6.47, -2.63, 6.80)  0.120
H (6.42, -4.30, 5.85)  0.099
H (5.10, -3.63, 6.72)  0.108
H (4.70, -1.33, 5.96)  0.120
H (3.92, -1.42, 4.46)  0.113
H (5.81, 0.55, 4.94)  0.118
H (5.57, -0.15, 3.24)  0.094
H (7.87, -0.84, 4.97)  0.121
H (7.64, -0.75, 3.18)  0.106
H (7.75, -3.00, 4.50)  0.135
H (6.88, -2.86, 3.00)  0.131
C (-2.60, -1.65, -2.13)  -0.117
C (-1.82, -1.41, -0.84)  -0.198
C (-0.28, -1.39, -1.25)  -0.053
N (0.65, -1.31, -0.02)  -0.201
C (0.63, 0.06, 0.58)  0.004
C (2.10, -1.63, -0.46)  -0.055
C (2.98, -1.94, 0.78)  -0.122
C (1.95, -2.32, 1.83)  -0.174
C (0.60, -2.40, 1.09)  -0.061
H (-2.35, -0.91, -2.90)  0.051
H (-3.65, -1.37, -2.08)  0.070
H (-2.29, -2.61, -2.54)  0.080
H (-2.16, -2.25, -0.23)  0.086
H (-2.13, -0.50, -0.34)  0.099
H (-0.23, -0.44, -1.79)  0.108
H (-0.05, -2.21, -1.93)  0.122
H (1.31, 0.20, 1.42)  0.105
H (-0.35, 0.32, 0.98)  0.072
H (0.90, 0.74, -0.23)  0.078
H (2.39, -0.80, -1.11)  0.133
H (1.94, -2.54, -1.04)  0.129
H (3.44, -0.99, 1.07)  0.100
H (3.71, -2.75, 0.72)  0.110
H (1.86, -1.71, 2.73)  0.106
H (2.28, -3.28, 2.22)  0.097
H (-0.24, -2.39, 1.78)  0.116
H (0.63, -3.27, 0.43)  0.122
C (-0.29, 3.51, -1.42)  -0.062
C (-1.28, 4.59, -0.76)  -0.190
C (-2.31, 3.94, 0.18)  -0.124
N (-2.72, 4.73, 1.42)  -0.225
C (-1.43, 5.07, 2.13)  0.026
C (-3.71, 5.89, 1.14)  -0.083
C (-4.37, 6.13, 2.46)  -0.156
C (-4.34, 4.78, 3.22)  -0.137
C (-3.71, 3.82, 2.24)  -0.076
H (-0.80, 2.84, -2.12)  0.075
H (0.34, 2.98, -0.71)  0.048
H (0.45, 4.11, -1.96)  0.067
H (-1.89, 5.13, -1.48)  0.103
H (-0.51, 5.31, -0.47)  0.082
H (-1.83, 3.05, 0.60)  0.116
H (-3.17, 3.60, -0.38)  0.133
H (-1.50, 5.53, 3.12)  0.109
H (-0.95, 5.94, 1.67)  0.098
H (-0.96, 4.11, 2.33)  0.098
H (-2.94, 6.59, 0.83)  0.130
H (-4.43, 5.65, 0.36)  0.139
H (-3.82, 6.86, 3.06)  0.116
H (-5.40, 6.49, 2.41)  0.121
H (-3.63, 4.93, 4.03)  0.116
H (-5.34, 4.55, 3.58)  0.126
H (-3.22, 2.98, 2.74)  0.110
H (-4.46, 3.46, 1.53)  0.132
C (-9.36, -5.30, 3.03)  -0.062
C (-8.56, -4.14, 2.34)  -0.225
C (-7.16, -3.84, 2.94)  -0.087
N (-6.25, -3.12, 1.93)  -0.252
C (-6.92, -1.82, 1.48)  0.025
C (-5.92, -4.01, 0.71)  -0.078
C (-4.45, -4.42, 0.85)  -0.153
C (-4.03, -4.02, 2.22)  -0.157
C (-4.85, -2.78, 2.54)  -0.066
H (-8.81, -5.63, 3.91)  0.076
H (-9.33, -6.10, 2.29)  0.073
H (-10.40, -5.02, 3.15)  0.079
H (-9.13, -3.26, 2.64)  0.101
H (-8.66, -4.29, 1.26)  0.105
H (-6.59, -4.77, 3.06)  0.131
H (-7.18, -3.20, 3.82)  0.138
H (-7.83, -2.19, 1.03)  0.089
H (-6.33, -1.41, 0.66)  0.100
H (-7.00, -1.11, 2.30)  0.115
H (-6.31, -3.65, -0.25)  0.133
H (-6.60, -4.87, 0.78)  0.118
H (-3.93, -3.81, 0.11)  0.100
H (-4.13, -5.41, 0.55)  0.132
H (-2.94, -3.96, 2.26)  0.128
H (-4.20, -4.81, 2.96)  0.124
H (-4.58, -1.91, 1.95)  0.123
H (-4.96, -2.53, 3.59)  0.136
C (2.86, 2.94, 0.80)  -0.096
C (2.87, 4.20, 0.02)  -0.226
C (4.23, 4.93, 0.22)  -0.096
N (4.22, 6.27, -0.53)  -0.240
C (3.81, 6.21, -2.02)  0.085
C (3.38, 7.34, 0.21)  -0.109
C (4.07, 8.68, 0.04)  -0.150
C (5.47, 8.36, -0.53)  -0.139
C (5.61, 6.83, -0.33)  -0.099
H (3.27, 2.97, 1.82)  0.086
H (3.40, 2.08, 0.40)  0.097
H (1.83, 2.67, 1.05)  0.059
H (2.00, 4.82, 0.23)  0.102
H (2.78, 3.97, -1.04)  0.105
H (5.10, 4.36, -0.10)  0.150
H (4.47, 5.23, 1.24)  0.126
H (4.20, 7.11, -2.48)  0.108
H (2.73, 6.05, -2.00)  0.098
H (4.26, 5.28, -2.38)  0.120
H (2.32, 7.41, -0.03)  0.126
H (3.31, 7.08, 1.26)  0.131
H (3.49, 9.32, -0.63)  0.116
H (4.20, 9.24, 0.96)  0.121
H (5.52, 8.81, -1.52)  0.113
H (6.30, 8.87, -0.04)  0.119
H (6.32, 6.44, -1.07)  0.143
H (6.05, 6.56, 0.63)  0.137
O (8.04, -0.87, 0.58)  0.019
C (6.70, -1.03, 0.31)  -0.819
O (6.07, -0.04, 0.85)  -0.130
O (6.23, -2.06, -0.20)  -0.023
H (7.64, -0.12, 1.11)  0.058
O (-1.35, -0.43, 3.09)  0.027
C (-1.67, 0.85, 3.48)  -0.843
O (-2.71, 0.94, 4.17)  -0.057
O (-0.95, 1.79, 3.10)  -0.052
H (-2.20, -0.79, 3.39)  0.082
O (0.78, 1.30, -4.87)  0.033
C (1.64, 1.84, -3.94)  -0.862
O (1.65, 1.34, -2.80)  -0.065
O (2.42, 2.78, -4.25)  -0.060
H (0.49, 0.87, -4.02)  0.070
O (-0.10, -6.90, 0.18)  0.072
C (-0.44, -5.84, -0.58)  -0.872
O (-1.55, -5.26, -0.66)  -0.071
O (0.53, -5.45, -1.30)  -0.074
H (0.68, -6.64, -0.37)  0.047

Values from the calculation:
gap between HOMO and LUMO: 6.64 eV
ΔE to the lowest compared entry with this formula, charge and spin: 111.3 kcal per mole
total charge: +2

=====

C24H47ClFNO8PS2 | ωB97M-V with the def2-TZVPD basis set

Last column: Löwdin charge in e.
Atoms and positions in Å:
C (-2.56, 5.59, 2.97)  -0.089
O (-2.39, 6.34, 1.77)  -0.169
C (-1.38, 5.86, 0.92)  -0.245
C (-1.91, 4.70, 0.08)  -0.153
C (-0.90, 4.02, -0.86)  -0.191
C (0.59, 4.04, -0.43)  -0.218
P (1.07, 2.74, 0.72)  0.963
F (-0.17, 2.05, 1.33)  -0.094
C (2.05, 3.32, 2.10)  -0.232
C (1.22, 3.71, 3.34)  -0.261
C (0.76, 2.46, 4.13)  -0.475
S (-0.99, 2.59, 4.60)  0.927
C (-1.76, 1.19, 3.78)  -1.080
S (-1.02, -0.26, 3.81)  0.759
N (-3.03, 1.46, 3.22)  -0.187
C (-4.07, 0.83, 4.08)  -0.162
C (-5.40, 0.78, 3.39)  -0.180
O (-5.27, -0.01, 2.22)  -0.103
C (-4.52, 0.74, 1.31)  -0.198
C (-3.11, 1.07, 1.80)  -0.165
C (2.01, 1.46, -0.18)  -0.277
C (1.39, 0.06, -0.11)  -0.703
C (0.02, -0.03, -0.79)  -0.106
Cl (2.56, -0.99, -1.01)  0.717
H (-2.18, 6.14, 3.83)  0.095
H (-3.61, 5.35, 3.09)  0.095
H (-2.02, 4.64, 2.90)  0.025
H (-0.48, 5.59, 1.50)  0.097
H (-1.11, 6.71, 0.29)  0.138
H (-2.42, 4.00, 0.74)  0.093
H (-2.68, 5.13, -0.55)  0.128
H (-1.19, 2.97, -0.94)  0.086
H (-0.97, 4.40, -1.87)  0.122
H (1.18, 3.81, -1.32)  0.100
H (0.94, 5.01, -0.07)  0.100
H (2.72, 2.50, 2.40)  0.108
H (2.70, 4.13, 1.76)  0.116
H (1.86, 4.32, 3.96)  0.120
H (0.35, 4.31, 3.08)  0.064
H (1.32, 2.39, 5.06)  0.081
H (0.92, 1.53, 3.58)  0.023
H (-3.80, -0.17, 4.40)  0.113
H (-4.18, 1.43, 4.99)  0.131
H (-6.18, 0.39, 4.04)  0.135
H (-5.69, 1.79, 3.07)  0.129
H (-5.05, 1.66, 1.01)  0.125
H (-4.42, 0.14, 0.40)  0.132
H (-2.78, 1.92, 1.20)  0.090
H (-2.45, 0.23, 1.56)  0.081
H (2.09, 1.76, -1.22)  0.100
H (3.02, 1.43, 0.22)  0.097
H (1.36, -0.33, 0.90)  0.099
H (-0.49, 0.93, -0.78)  0.048
H (-0.61, -0.72, -0.24)  0.089
H (0.11, -0.41, -1.80)  0.077
C (-3.55, -6.56, -3.34)  -0.063
C (-3.45, -5.21, -4.00)  -0.203
O (-2.84, -4.23, -3.13)  0.039
C (-1.53, -4.32, -3.00)  -0.609
O (-0.80, -5.11, -3.54)  0.133
O (-1.13, -3.37, -2.15)  -0.001
C (0.27, -3.40, -1.85)  -0.059
H (-4.09, -6.48, -2.39)  0.083
H (-4.09, -7.25, -3.98)  0.084
H (-2.57, -6.98, -3.13)  0.076
H (-4.44, -4.81, -4.22)  0.123
H (-2.90, -5.26, -4.94)  0.125
H (0.87, -3.37, -2.76)  0.087
H (0.52, -4.29, -1.28)  0.112
H (0.48, -2.52, -1.26)  0.015
C (3.79, -4.28, -3.65)  -0.054
C (4.35, -3.50, -2.48)  -0.248
O (5.44, -4.18, -1.85)  0.040
C (6.60, -4.13, -2.51)  -0.611
O (6.80, -3.53, -3.54)  0.126
O (7.50, -4.83, -1.82)  0.009
C (8.79, -4.92, -2.45)  -0.032
H (3.51, -5.29, -3.34)  0.090
H (2.91, -3.78, -4.05)  0.072
H (4.53, -4.37, -4.45)  0.079
H (3.59, -3.41, -1.70)  0.073
H (4.66, -2.50, -2.77)  0.112
H (9.18, -3.93, -2.68)  0.096
H (8.72, -5.52, -3.36)  0.100
H (9.44, -5.41, -1.74)  0.094

Values from the calculation:
gap between HOMO and LUMO: 8.12 eV
total charge: +1

=====

Number 1: electronic energy -89229.333 eV, HOMO -10.236 eV. Number 2: electronic energy -89712.813 eV, HOMO -11.388 eV.